Molecular formula: C7H8O2
Method: DFT, the ωB97M-V functional and the def2-TZVPD basis

```
! RIJCOSX wB97M-V def2-TZVPD def2/J DEFGRID3
* xyz 0 1
C 0.08 2.28 1.50
C -0.37 1.20 0.77
C -1.74 0.73 1.08
C 0.42 0.38 -0.12
C -0.02 -0.59 -0.91
O -1.23 -1.10 -1.39
O -0.62 -2.21 -2.01
C 0.69 -1.69 -1.55
C 1.94 -2.22 -1.51
H -0.41 2.91 2.22
H 1.11 2.66 1.37
H -2.59 1.12 0.50
H -1.87 1.07 2.11
H -1.73 -0.32 0.80
H 1.51 0.66 -0.10
H 2.12 -3.17 -1.85
H 2.70 -1.71 -0.90
*
```

LUMO level	-0.066	eV
frontier orbital gap	8.124	eV
SMILES	C=C(C)/C=c1\ooc1=C
energy above the lowest of the compared OMol25 structures with the same formula, charge and spin	141.5	kcal/mol

Molecular formula: C7H8O2S2
Method: DFT, the ωB97M-V functional and the def2-TZVPD basis

```
! RIJCOSX wB97M-V def2-TZVPD def2/J DEFGRID3
* xyz 0 1
C 1.01 0.44 -2.32
C -0.12 -0.01 -3.08
C 1.02 0.33 -0.99
C -1.19 -0.54 -2.48
C -0.04 -0.38 -0.20
C -1.31 -0.70 -1.03
C -0.11 0.82 3.60
O -0.30 0.23 1.04
O -2.34 -1.13 -0.57
S 1.48 -1.58 2.63
S 0.96 0.23 2.25
H 1.82 0.91 -2.84
H -0.12 0.12 -4.16
H 1.84 0.71 -0.40
H -2.08 -0.83 -3.02
H 0.36 -1.40 -0.01
H -1.11 0.42 3.47
H 0.33 0.47 4.54
H -0.11 1.90 3.56
*
```

LUMO level	-0.404	eV
frontier orbital gap	8.328	eV
energy above the lowest of the compared OMol25 structures with the same formula, charge and spin	12.2	kcal/mol

Molecular formula: C7H8O3
Method: DFT, the ωB97M-V functional and the def2-TZVPD basis

```
! RIJCOSX wB97M-V def2-TZVPD def2/J DEFGRID3
* xyz 0 1
C 1.34 -2.32 1.65
C -0.67 -2.63 1.56
C 0.04 0.63 1.35
C 0.24 -1.65 1.03
C 0.02 -0.27 0.17
C 1.19 -0.01 -0.70
C -1.28 -0.38 -0.59
O 2.49 -2.25 1.95
O -1.83 -2.86 1.56
O 0.48 -3.41 2.00
H -0.81 0.53 1.99
H 1.02 0.79 1.78
H 1.21 0.99 -1.05
H 1.26 -0.62 -1.55
H 2.15 -0.25 -0.26
H -1.04 0.00 -1.63
H -2.11 0.28 -0.23
H -1.56 -1.46 -0.59
*
```

LUMO level (alpha / beta)	-2.092 / -1.273	eV
frontier orbital gap (alpha / beta)	7.437 / 8.571	eV
energy above the lowest of the compared OMol25 structures with the same formula, charge and spin	86.4	kcal/mol

Molecular formula: C7H8O4
Method: DFT, the ωB97M-V functional and the def2-TZVPD basis

```
! RIJCOSX wB97M-V def2-TZVPD def2/J DEFGRID3
* xyz 0 1
O 2.75 0.90 0.45
C 1.79 0.15 0.40
C 1.50 -0.74 -0.75
C 0.33 -1.39 -0.96
C -0.94 -1.02 -0.11
O -1.27 -2.07 0.71
C -0.41 0.31 0.65
C -0.44 1.52 -0.27
O -1.76 2.01 -0.42
O -0.35 0.59 1.98
C 0.73 -0.18 1.37
H 2.21 -0.75 -1.60
H 0.16 -2.13 -1.76
H -1.74 -0.73 -0.84
H -1.80 -1.75 1.47
H 0.17 2.32 0.09
H -0.03 1.26 -1.29
H -1.63 2.88 -0.83
H 0.73 -1.19 1.70
*
```

LUMO level	-0.233	eV
frontier orbital gap	9.679	eV
SMILES	O=C1C=C[C@@H](O)[C@@]2(CO)O[C@H]12
energy above the lowest of the compared OMol25 structures with the same formula, charge and spin	103.2	kcal/mol

Molecular formula: C7H8OP2
Method: DFT, the ωB97M-V functional and the def2-TZVPD basis

```
! RIJCOSX wB97M-V def2-TZVPD def2/J DEFGRID3
* xyz 0 1
C 0.54 2.25 -1.13
C 1.30 2.05 0.04
C 1.28 0.84 0.72
C 0.34 -0.13 0.31
C -0.56 0.15 -0.73
C -0.47 1.37 -1.46
O -1.47 -0.78 -1.01
C -1.70 -1.66 0.12
P -0.78 -3.34 0.07
P -0.07 -1.59 1.18
H 0.71 3.30 -1.55
H 1.97 2.96 0.23
H 1.93 0.76 1.63
H -1.33 1.38 -2.22
H -2.80 -1.67 0.49
H 0.05 -2.66 -0.88
H -0.32 -1.36 2.49
H 1.37 -1.85 1.69
*
```

LUMO level	0.552	eV
frontier orbital gap	8.211	eV
SMILES	c1ccc2c(c1)O[C@H]1P[PH2]21
energy above the lowest of the compared OMol25 structures with the same formula, charge and spin	39.1	kcal/mol

Molecular formula: C7H8OSi
Method: DFT, the ωB97M-V functional and the def2-TZVPD basis

```
! RIJCOSX wB97M-V def2-TZVPD def2/J DEFGRID3
* xyz 0 1
C 0.00 2.23 -0.18
C -0.19 0.89 -0.04
C -1.15 0.51 1.01
C -1.80 -0.68 1.02
C -1.44 -1.72 0.02
C -0.45 -1.43 -0.85
C 0.33 -0.23 -0.83
O 1.11 -0.29 -2.08
Si 2.32 -0.41 -1.02
H 0.76 2.78 -0.85
H -0.53 3.00 0.36
H -1.43 1.24 1.63
H -2.56 -0.70 1.85
H -1.97 -2.66 -0.15
H -0.16 -2.15 -1.67
H 3.29 0.71 -1.24
H 2.59 -1.71 -0.24
*
```

LUMO level (alpha / beta)	-0.372 / -0.372	eV
frontier orbital gap (alpha / beta)	6.644 / 6.644	eV
SMILES	C=C1C=CC=C[C@@]12O[SiH2]2
energy above the lowest of the compared OMol25 structures with the same formula, charge and spin	69.7	kcal/mol

Molecular formula: C7H8S2
Method: DFT, the ωB97M-V functional and the def2-TZVPD basis

```
! RIJCOSX wB97M-V def2-TZVPD def2/J DEFGRID3
* xyz 0 1
C 1.22 -0.06 1.05
C 0.09 -0.43 1.58
C -1.06 0.86 -0.27
C 0.39 1.38 -0.61
C 0.37 -0.93 -1.04
C 1.27 0.20 -0.45
C -0.83 -0.58 -0.17
S -2.45 1.72 -0.01
S -2.29 -1.62 -0.10
H 2.16 0.19 1.73
H -0.24 -0.71 2.63
H 0.53 1.70 -1.57
H 0.62 2.16 0.00
H 0.18 -0.90 -2.12
H 0.71 -2.02 -0.85
H 2.31 0.19 -0.78
H -2.97 -1.16 0.97
*
```

LUMO level	-0.227	eV
frontier orbital gap	8.247	eV
energy above the lowest of the compared OMol25 structures with the same formula, charge and spin	85.1	kcal/mol

Molecular formula: C7H9BN4
Method: DFT, the ωB97M-V functional and the def2-TZVPD basis

```
! RIJCOSX wB97M-V def2-TZVPD def2/J DEFGRID3
* xyz 0 1
B 0.51 -0.61 0.06
C -2.66 -1.93 -0.45
C -1.59 2.37 0.38
C -0.48 -1.65 0.58
C -0.72 0.47 0.06
C -2.06 0.34 -0.35
C 0.71 -1.21 -1.46
C 1.80 -0.15 0.86
N -1.51 -2.23 0.26
N -2.86 -0.73 -0.84
N -0.46 1.76 0.45
N -2.60 1.62 -0.13
H -3.32 -2.71 -0.74
H -1.79 3.38 0.76
H 0.53 -2.36 -1.49
H 1.62 -0.85 -1.86
H 0.01 -0.88 -2.18
H 1.43 0.80 1.40
H 2.64 0.16 0.29
H 2.16 -1.00 1.48
H -3.55 1.77 -0.41
*
```

LUMO level	-0.841	eV
frontier orbital gap	7.681	eV
energy above the lowest of the compared OMol25 structures with the same formula, charge and spin	49.5	kcal/mol